No. 1
The following is a quantum chemistry calculation of a structure of composition C23H28Cl2N6SSiW, from the Open Molecules 2025 dataset.

The expectation value of S² is 2.295. Its energy relative to the best compared isomer or geometry (same formula, charge and spin) is 73.2 kcal per mole. The value obtained for the lowest unoccupied orbital energy (alpha / beta) is -6.69 / -6.71 eV.

ORCA input file:
```
! RIJCOSX wB97M-V def2-TZVPD def2/J DEFGRID3
* xyz 2 3
W -0.3192 -0.4142 -0.4862
N 0.6165 -0.2636 3.7751
C 0.0783 -0.0559 2.5595
S -0.2683 -1.5394 1.6506
N -0.3028 1.1004 2.1750
N -0.7855 1.1397 0.8341
C -1.6788 2.1117 0.5699
C -1.9654 3.2833 1.3864
C -0.9638 4.1594 1.6894
C -1.3165 5.3260 2.3876
C -2.6288 5.4586 2.8924
C -3.6067 4.5030 2.6326
C -3.2983 3.4189 1.7945
C -2.2655 1.8512 -0.7226
C -3.1556 2.7663 -1.3390
C -3.6819 2.4206 -2.5591
C -3.4060 1.1737 -3.1181
C -2.5619 0.2984 -2.4772
N -1.9823 0.5944 -1.2702
H 0.5591 -1.1848 4.2876
H 0.8582 0.5355 4.3799
H 0.0388 4.0521 1.2701
H -0.5957 6.0984 2.5641
H -2.8374 6.2653 3.5036
H -4.5524 4.7839 3.1104
H -4.0541 2.6704 1.5782
H -3.2996 3.7153 -0.8428
H -4.3760 3.0018 -3.1746
H -4.0134 0.8997 -4.0337
H -2.4459 -0.7270 -2.8175
C -1.2687 -2.9018 -3.1265
C -0.1782 -3.3132 -2.1651
C 0.3065 -4.6220 -2.0462
C 1.0940 -5.0705 -1.0355
C 1.4247 -4.1168 0.0154
C 0.9894 -2.8631 -0.2116
N 0.1786 -2.4614 -1.2112
N 1.2395 -1.6654 0.6385
Si 2.9069 -1.4154 1.3225
C 3.2618 0.4150 1.4598
C 3.2167 -2.4061 2.8408
C 3.9690 -2.1318 -0.0753
H -2.1425 -2.6819 -2.5235
H -1.4851 -3.6530 -3.8759
H -0.9832 -2.0139 -3.6533
H -0.0443 -5.2525 -2.8451
H 1.3347 -6.1047 -0.9678
H 2.1158 -4.2665 0.8609
H 2.5408 0.9517 2.0150
H 3.0957 0.7361 0.4169
H 4.3057 0.4820 1.7923
H 4.2128 -2.8345 2.7384
H 2.4239 -3.1349 2.9947
H 3.2510 -1.7712 3.7189
H 3.5577 -1.9602 -1.0910
H 4.1659 -3.2077 0.0708
H 4.9953 -1.6440 -0.0438
Cl 0.5406 0.7018 -2.8226
C 2.0252 0.3830 -3.6821
Cl 2.4413 -1.3428 -3.7307
H 2.8085 0.9693 -3.2791
H 1.9109 0.7532 -4.6985
*
```

Mulliken atomic charge list, values in e, 2 entries:
1. W 0.64
2. N -0.24



No. 2
The following is a quantum chemistry calculation of the ion C3H10NS with charge +1, from the Open Molecules 2025 dataset.

The expectation value of S² is 2.004. Its energy relative to the best compared isomer or geometry (same formula, charge and spin) is 47.7 kcal per mole. The value obtained for the lowest unoccupied orbital energy (alpha / beta) is -2.86 / -7.98 eV.

ORCA input file:
```
! RIJCOSX wB97M-V def2-TZVPD def2/J DEFGRID3
* xyz 1 3
C 1.3661 -0.8653 0.4418
C -1.0709 -0.4703 0.8049
C 0.0557 1.1998 -0.3583
N 0.1440 -0.1864 -0.0289
S -1.2681 1.5047 -1.4919
H 1.7684 -0.3923 1.4462
H 1.1203 -1.9255 0.6032
H 2.1958 -0.6856 -0.3268
H -1.1345 0.0357 1.6788
H -1.9121 -0.2574 0.1254
H -1.2245 -1.4559 0.9189
H 1.0167 1.5732 -0.7932
H -0.1888 1.7942 0.4797
H -0.0040 -0.7147 -0.9393
H -0.8641 0.8458 -2.5605
*
```

Mulliken atomic charge list, values in e, 2 entries:
1. C -0.90
2. C -1.04



No. 3
The following is a quantum chemistry calculation of the molecule C12H8N4O4S, from the Open Molecules 2025 dataset.

The value obtained for the lowest unoccupied orbital energy is -2.32 eV.

ORCA input file:
```
! RIJCOSX wB97M-V def2-TZVPD def2/J DEFGRID3
* xyz 0 1
O -2.7744 0.2726 0.7617
O -1.8281 -1.5436 -3.9392
O -2.6652 -0.1870 -5.3034
N -1.3170 -0.8863 1.8219
N 1.8200 1.6639 0.9974
O -1.5415 0.4630 -2.1565
S 0.4128 -2.5133 3.1674
C -1.5377 0.1300 0.9640
C -0.0956 -1.1743 2.0800
C -1.8280 2.6416 -2.5931
C -2.4170 1.8743 -3.6126
C -1.3326 1.7918 -1.6807
C -0.4294 1.0918 0.5038
C 2.2812 -1.0406 2.0549
C 0.8068 0.7897 1.0368
C -2.1971 0.6061 -3.3103
C 2.0928 -2.1914 2.7877
C -0.7028 2.0928 -0.3756
N 1.0391 -0.4708 1.6950
N -2.2080 -0.4288 -4.2370
C 3.2111 -2.9032 3.2873
H 2.6687 1.0943 1.1722
H -1.7431 3.6852 -2.6277
H -3.0370 2.1070 -4.5073
H 3.2111 -0.6487 1.6571
H -0.5300 3.0453 0.0163
H 3.6047 -3.4480 2.4737
H 3.0138 -3.6096 4.0961
H 4.0223 -2.3038 3.7703
*
```

Mulliken atomic charge list, values in e, 2 entries:
1. O -0.66
2. O -0.59



No. 4
The following is a quantum chemistry calculation of the molecule C5H10S, from the Open Molecules 2025 dataset.

Its energy relative to the best compared isomer or geometry (same formula, charge and spin) is 77.1 kcal per mole. The value obtained for the lowest unoccupied orbital energy is 1.04 eV.

ORCA input file:
```
! RIJCOSX wB97M-V def2-TZVPD def2/J DEFGRID3
* xyz 0 1
C -0.9907 1.5415 0.2533
C -1.1208 0.2936 -0.4454
C -2.1830 -0.6539 0.1652
C 1.5376 0.1476 -0.3577
C 2.6626 0.2351 0.2578
H -1.8890 2.4318 0.2506
H -0.6786 1.4012 1.4646
H -0.2029 2.1348 -0.1874
H -1.0446 0.5601 -1.5378
H -2.2060 -1.8102 0.0223
H -2.1175 -0.5086 1.3011
H -3.1835 -0.1959 -0.2925
H 1.2833 0.8093 -1.2281
H 3.4623 0.9024 -0.0322
H 3.0231 -0.7047 1.0785
S 0.2575 -0.9002 -0.0049
*
```

Mulliken atomic charge list, values in e, 2 entries:
1. C -1.07
2. C 0.23



No. 5
The following is a quantum chemistry calculation of a structure of composition C32H58HgN3O2P2, from the Open Molecules 2025 dataset.

Its energy relative to the best compared isomer or geometry (same formula, charge and spin) is 21.4 kcal per mole. The value obtained for the lowest unoccupied orbital energy is -3.05 eV.

ORCA input file:
```
! RIJCOSX wB97M-V def2-TZVPD def2/J DEFGRID3
* xyz 1 1
C -1.6098 0.5524 -2.0695
C 0.3641 1.7347 -1.5414
C -1.7960 1.3340 -3.2037
C 0.0536 2.7272 -2.5374
C -0.9688 2.4209 -3.4222
H -2.6604 1.0933 -3.8269
H 0.8052 3.5235 -2.6863
H -1.1624 3.0829 -4.2760
N -0.5350 0.7265 -1.2833
P -2.6458 -0.8499 0.1411
P 2.1898 0.2984 -0.0445
C -2.6440 -0.5000 -1.6727
H -3.6372 -0.1725 -1.9894
H -2.4555 -1.4375 -2.2007
C -0.3548 -2.7910 2.1158
O 0.4939 -3.1933 2.7814
C 1.6675 1.6782 -1.0279
H 2.1614 2.6235 -0.8895
C 3.2970 0.7344 1.5140
C 3.3056 -0.1838 -1.5297
C -3.7230 0.5114 0.8788
C -3.4528 -2.5278 0.3128
C 2.5895 0.3776 2.8348
H 2.3264 -0.6898 2.8778
H 3.2825 0.5739 3.6756
H 1.6732 0.9593 2.9963
C 4.6171 -0.0459 1.5166
H 4.4238 -1.1275 1.4685
H 5.2930 0.2576 0.7054
H 5.1461 0.1487 2.4673
C 3.5394 2.2345 1.4508
H 4.1450 2.5752 2.3055
H 4.0544 2.5472 0.5290
H 2.5787 2.7504 1.5414
C 4.0416 -1.4894 -1.2486
H 3.3434 -2.2238 -0.8231
H 4.4166 -1.8751 -2.2087
H 4.8969 -1.3499 -0.5801
C 2.3719 -0.4050 -2.7452
H 1.5760 -1.1136 -2.4797
H 1.9242 0.5397 -3.0816
H 2.9567 -0.8138 -3.5824
C 4.2877 0.9793 -1.8470
H 3.7702 1.9474 -1.8994
H 5.1161 1.0603 -1.1305
H 4.7188 0.7961 -2.8425
C -3.6615 -2.8117 1.8085
H -4.0833 -3.8250 1.9102
H -2.6993 -2.7873 2.3467
H -4.3636 -2.1125 2.2846
C -2.4451 -3.5485 -0.2368
H -2.1946 -3.3563 -1.2879
H -1.5243 -3.5289 0.3639
H -2.8768 -4.5590 -0.1669
C -4.7586 -2.6755 -0.4790
H -4.6385 -2.3740 -1.5275
H -5.0426 -3.7382 -0.4652
H -5.5964 -2.1215 -0.0474
C -3.3999 1.8547 0.2060
H -3.7083 1.8678 -0.8495
H -3.9560 2.6581 0.7153
H -2.3311 2.0821 0.2896
C -3.3628 0.5917 2.3739
H -2.3076 0.8600 2.4970
H -3.9877 1.3618 2.8424
H -3.5546 -0.3515 2.8950
C -5.2217 0.2454 0.6732
H -5.4614 0.1023 -0.3897
H -5.5818 -0.6078 1.2587
H -5.7834 1.1299 1.0107
Hg -0.1601 -0.6416 0.6324
N -0.2738 1.6368 1.8677
C -0.1806 2.8123 1.8434
C 0.0659 4.2643 1.6580
C 1.1734 4.6995 0.6483
C -1.2727 4.7015 1.0292
C 0.4717 4.6923 3.0820
H 2.1945 4.3625 0.8776
H 0.9377 4.4158 -0.3920
H 1.2625 5.7924 0.6596
H -2.1500 4.2162 1.4958
H -1.3870 5.7823 1.0469
H -1.2553 4.3900 -0.0328
H 0.7837 5.7412 3.1201
H -0.3506 4.5678 3.7911
H 1.3019 4.0450 3.4428
C 0.7919 -4.8943 -2.5554
N 1.4552 -4.6981 -1.2726
C 2.3403 -5.7282 -0.7415
C 1.2230 -3.5675 -0.5976
O 0.4925 -2.6579 -1.0418
H 1.5418 -5.0543 -3.3342
H 0.2056 -4.0057 -2.7928
H 0.1247 -5.7593 -2.4992
H 3.3595 -5.3289 -0.6039
H 1.9892 -6.0736 0.2450
H 2.3615 -6.5668 -1.4452
H 1.7129 -3.4986 0.4002
*
```

Mulliken atomic charge list, values in e, 2 entries:
1. C -0.60
2. C -0.52